The following is a quantum chemistry calculation of 9 unconnected molecules or ions with the total composition C26H46BrN9O2P at a distorted geometry, from the Open Molecules 2025 dataset.

Atoms and positions in Å:
C: 1.41089 -3.08015 -1.03933
C: 1.63990 -2.23766 -2.20249
C: 1.58398 -0.60885 -2.16247
C: 2.76525 0.01320 -3.04588
C: 4.23334 -0.11482 -2.39972
N: 4.29239 -0.89735 -1.12536
O: 0.31944 -0.39466 -2.87656
P: -1.10012 -0.32971 -1.82707
C: -2.72389 -0.18429 -0.76273
C: -2.67207 -1.23313 0.45102
C: -3.95696 -1.23087 1.41724
Br: -4.80663 0.54711 1.69201
O: -0.16855 0.36020 -0.50372
C: 1.26175 0.07843 -0.70828
C: 1.88249 1.56199 -0.45235
H: 0.36712 -3.52830 -0.87520
H: 2.23692 -3.25342 -0.26356
H: 1.91044 -2.69623 -3.23002
H: 2.77026 -0.52290 -4.06543
H: 2.54194 1.12425 -3.20054
H: 4.59224 0.95848 -2.14666
H: 4.93771 -0.51657 -3.22673
H: 4.74103 -0.30972 -0.39173
H: 4.94907 -1.69185 -1.27816
H: -0.84530 -1.57327 -1.13256
H: -1.92606 -1.17520 -2.67666
H: -1.49326 0.91806 -2.43415
H: -2.84083 0.90173 -0.39798
H: -3.65776 -0.43425 -1.39665
H: -1.70755 -1.05896 1.05590
H: -2.60714 -2.28756 -0.00838
H: -3.62360 -1.59216 2.46409
H: -4.76782 -1.95650 1.02863
H: 1.58233 -0.53368 0.20506
H: 1.21270 2.34308 -0.96601
H: 1.95565 1.79920 0.68702
H: 2.93813 1.69101 -0.87521
C: 0.09738 2.69189 3.51854
C: 1.49499 2.15049 3.43231
N: 2.61814 1.71615 3.36940
H: 0.12138 3.78300 3.52173
H: -0.48567 2.35021 2.66064
H: -0.37983 2.34266 4.43637
C: -1.60554 -1.03167 -6.27827
C: -2.53393 -1.42493 -5.16751
N: -3.27061 -1.73359 -4.27659
H: -1.62318 -1.78967 -7.06311
H: -1.91637 -0.07515 -6.70056
H: -0.58697 -0.93741 -5.89484
C: 5.90934 -5.20189 -1.31436
C: 5.79776 -4.08605 -2.31132
N: 5.70444 -3.19657 -3.10534
H: 6.36052 -6.07669 -1.78569
H: 6.53179 -4.88811 -0.47466
H: 4.91764 -5.46761 -0.94366
C: -3.28042 -4.78571 2.82569
C: -2.23850 -4.56009 1.76919
N: -1.40770 -4.37954 0.92814
H: -3.39475 -5.85503 3.01179
H: -2.98199 -4.29230 3.75230
H: -4.23720 -4.37651 2.49623
C: 2.03798 2.12819 6.96010
C: 0.71343 1.70226 7.52341
N: -0.34259 1.36314 7.97218
H: 1.98478 3.16689 6.63037
H: 2.81283 2.03654 7.72301
H: 2.30013 1.49751 6.10837
C: -6.03926 4.28911 2.29730
C: -4.65060 4.83523 2.46254
N: -3.54458 5.27085 2.59569
H: -6.26183 4.15382 1.23755
H: -6.12218 3.32599 2.80420
H: -6.76379 4.98240 2.72826
C: 3.82417 6.31941 7.10011
C: 3.64828 5.31698 8.20353
N: 3.50778 4.51827 9.08288
H: 4.28019 7.22897 7.49459
H: 4.46845 5.90565 6.32245
H: 2.85408 6.56638 6.66532
C: -4.73765 -0.54015 -8.91955
C: -3.33627 -1.07288 -8.98392
N: -2.21998 -1.49938 -9.03392
H: -4.71911 0.55084 -8.90091
H: -5.30125 -0.87261 -9.79295
H: -5.23117 -0.90396 -8.01643

2S+1   1
Total charge   -1
Lowest unoccupied orbital energy   1.9 eV
HOMO   -0.1145 hartree

***

The following is a quantum chemistry calculation of 2 unconnected molecules or ions with the total composition C26H46IN2O7P2S at a distorted geometry, from the Open Molecules 2025 dataset.

Atoms and positions in Å:
C: 2.32478 -4.67223 0.65129
C: 1.76214 -3.67254 -0.33346
P: 1.55967 -1.79579 0.08325
O: 2.60266 -1.84785 1.51876
C: 3.25380 -1.66183 -0.86933
C: 3.09996 -1.04596 -2.38063
C: 4.63071 -0.63036 -2.90791
C: 4.41734 0.38808 -4.18974
S: 1.37263 0.27724 0.59595
C: 1.42408 0.60867 2.47416
O: 2.63356 1.03957 0.02937
O: 0.14587 0.99175 -0.09365
O: 0.56687 -1.36342 -1.28084
C: -0.75062 -2.06239 -1.13971
C: -1.96171 -1.35176 -2.02314
C: -1.49606 -1.46005 -3.59921
N: -1.56336 -2.58638 -4.38576
C: -1.12703 -2.40196 0.41512
C: -1.86079 -3.79879 0.82925
C: -2.58501 -4.62408 -0.37747
C: -4.23262 -4.46060 -0.43734
O: -5.01675 -4.27080 0.64872
N: -4.99501 -4.57469 -1.77411
C: -5.55080 -3.23384 -2.20528
C: -6.75971 -2.45422 -1.35685
C: -7.36906 -0.98084 -1.74666
C: -6.77761 -0.18725 -3.05726
C: -5.62181 -0.90341 -3.98296
C: -5.02193 -2.40476 -3.55811
P: -2.00092 -1.00826 1.45964
O: -2.12073 -1.50801 3.15198
I: -4.32120 -0.64949 0.72821
O: 0.21862 -2.39970 1.08044
H: 3.47179 -4.90110 0.58935
H: 1.66674 -5.26944 1.42366
H: 1.43422 -4.04887 -1.39411
H: 2.12922 -2.32343 2.26713
H: 4.08572 -1.11490 -0.21526
H: 3.66907 -2.77256 -1.00766
H: 2.67857 -1.85680 -3.12962
H: 2.48919 -0.02128 -2.42520
H: 5.06984 0.04851 -2.02991
H: 5.30043 -1.55873 -3.15101
H: 3.38405 0.96698 -4.16351
H: 4.39055 -0.25420 -5.18704
H: 5.26207 1.22591 -4.25509
H: 0.97446 1.68358 2.68203
H: 0.92189 -0.24673 3.09526
H: 2.58487 0.69911 2.72919
H: -0.52989 -3.03691 -1.79170
H: -2.12303 -0.24401 -1.64320
H: -2.94095 -1.93769 -1.76015
H: -1.01277 -0.48293 -4.06662
H: -1.98788 -3.32326 -3.76454
H: -1.11784 -4.53050 1.38674
H: -2.71008 -3.54616 1.62979
H: -2.39774 -5.78185 -0.15312
H: -2.16363 -4.43948 -1.45196
H: -5.80281 -5.24292 -1.67935
H: -7.16999 -3.01708 -0.40805
H: -8.20934 -0.50939 -1.04669
H: -7.15950 0.88966 -3.35896
H: -5.15924 -0.37732 -4.94497
H: -4.18988 -2.89799 -4.24145
H: -1.53136 -2.29725 3.33314
C: 2.57081 7.51104 5.26555
C: 3.37074 7.08533 4.04432
C: 2.54504 7.08995 2.75560
C: 1.35922 6.11602 2.73803
C: 1.72512 4.64696 2.97568
C: 2.64270 4.08005 1.90317
H: 1.73886 6.82825 5.46208
H: 3.21122 7.51580 6.15363
H: 2.16597 8.51907 5.13349
H: 3.81104 6.09800 4.21680
H: 4.21206 7.77879 3.92026
H: 3.20826 6.87403 1.91074
H: 2.15999 8.10292 2.58266
H: 0.85223 6.20451 1.77088
H: 0.62509 6.42021 3.49240
H: 0.80098 4.05708 2.99176
H: 2.18689 4.51854 3.95956
H: 2.17527 4.14954 0.91450
H: 2.85091 3.02372 2.10519
H: 3.60083 4.60521 1.86989

2S+1   1
Total charge   -1
Lowest unoccupied orbital energy   1.6 eV
HOMO   -0.1392 hartree

***

The following is a quantum chemistry calculation of C26H46N2O10 in the gas phase, from the Open Molecules 2025 dataset.

Atoms and positions in Å:
C: 2.89842 3.89345 -2.45651
H: 3.17387 4.87111 -2.07066
C: 1.38769 3.72354 -2.42393
H: 0.88112 4.55759 -2.91801
H: 1.08953 2.78274 -2.89864
O: 0.92403 3.72374 -1.07188
C: 0.53136 2.58394 -0.52949
O: 0.42568 1.53734 -1.13105
C: 0.16196 2.76385 0.92303
H: -0.67933 2.10462 1.14472
H: -0.13474 3.80174 1.07608
C: 1.34266 2.43507 1.84747
H: 1.02696 2.61276 2.87690
C: 1.81304 0.98864 1.69493
C: 2.74935 0.84638 0.50395
O: 3.24563 1.82319 -0.03496
N: 3.04753 -0.40370 0.08011
C: 2.54982 -1.62963 0.65065
H: 1.59573 -1.45536 1.14227
H: 2.40925 -2.34758 -0.16107
C: 3.50285 -2.23839 1.69533
H: 3.68766 -1.50930 2.49757
H: 4.45975 -2.50034 1.23629
O: 3.01259 -3.44597 2.23036
C: 1.96472 -3.35360 3.16792
H: 2.12654 -4.19133 3.85264
C: 0.54666 -3.48109 2.57861
O: -0.01916 -2.19798 2.38604
C: -1.43192 -2.14758 2.36771
C: -2.09894 -2.61340 1.06191
N: -1.94538 -1.64732 -0.00709
C: -2.99238 -0.83066 -0.29542
O: -4.05111 -0.93380 0.29956
C: -2.76682 0.16750 -1.41113
C: -3.91343 1.16973 -1.54496
H: -4.83521 0.70479 -1.18969
H: -4.04358 1.42402 -2.59811
C: -3.67402 2.47836 -0.77663
C: -3.95101 2.35457 0.70476
O: -4.91214 2.82786 1.25087
O: -2.97769 1.70221 1.35010
C: -3.14678 1.52893 2.75998
C: -4.26987 0.55931 3.10064
H: -5.23249 1.04063 2.95474
H: -4.18073 0.24290 4.13625
H: -4.22090 -0.30633 2.44477
H: -3.33958 2.50906 3.21084
H: -2.17947 1.15473 3.10639
H: -4.34890 3.24725 -1.15583
H: -2.64194 2.80515 -0.91970
H: -1.82873 0.69670 -1.24447
H: -2.66117 -0.40660 -2.33421
C: -0.66774 -1.65463 -0.68619
H: -0.32205 -0.63806 -0.87264
H: 0.03741 -2.12103 -0.00502
C: -0.65091 -2.46978 -1.99531
H: -1.45022 -3.21616 -1.97401
O: -0.88476 -1.73508 -3.17751
C: 0.13933 -0.83826 -3.56246
H: -0.22154 -0.41350 -4.50190
C: 1.50701 -1.50499 -3.79515
O: 2.32595 -1.56539 -2.64559
C: 3.02667 -0.36414 -2.38526
C: 3.86491 -0.51837 -1.11405
H: 4.36233 -1.48778 -1.11627
H: 4.60969 0.28076 -1.09393
H: 2.33329 0.47279 -2.24720
H: 3.68720 -0.13526 -3.23600
H: 2.03571 -0.96879 -4.59506
H: 1.35502 -2.53963 -4.11600
H: 0.24825 -0.03095 -2.83053
H: 0.31292 -2.98778 -2.06760
H: -3.17024 -2.71788 1.25019
H: -1.69425 -3.57915 0.74756
H: -1.68107 -1.09647 2.52811
H: -1.83108 -2.73947 3.20326
H: 0.60416 -4.03934 1.63445
H: -0.08013 -4.04803 3.27923
H: 2.02522 -2.41558 3.73321
H: 2.36104 0.68079 2.58846
H: 0.94793 0.33519 1.58433
H: 2.17491 3.10282 1.61718
H: 3.25843 3.79693 -3.47683
H: 3.35962 3.13275 -1.83141

SMILES   CCOC(=O)CCCC(=O)N1CCOCCOCCN(C(=O)CCCC(=O)OCC)CCOCCOCC1
2S+1   1
ΔE to the lowest compared entry with this formula, charge and spin   0.2046 eV
Total charge   0
Lowest unoccupied orbital energy   0.7 eV
HOMO   -0.3237 hartree

***

Q: What is the total charge in the second record?
A: -1

***

Q: 2S+1 of number 3 (C26H46N2O10)?
A: 1

***

Q: The highest total charge belongs to which entry?
A: C26H46N2O10